This record from OMol25 describes C26H44AlCl2O2P2 as an isolated structure at a distorted geometry. The level of theory is ωB97M-V with the def2-TZVPD basis set.

Results
molecular weight: 548.47 g/mol
orbital gap (alpha / beta): 5.3 / 4.3 eV
relative energy (zero: lowest compared OMol25 entry of this formula, charge and spin): 0.0 kcal per mole
total charge: +1
calculated total energy: -81981.098 eV
HOMO level (alpha / beta): -8.96 / -9.04 eV

```
77
Properties=species:S:1:pos:R:3:mulliken_charge:R:1
Al -2.57 -0.03 -0.73 0.739
C 0.18 0.60 3.53 1.326
C 1.35 0.92 2.78 0.182
C -0.06 2.74 2.78 0.737
C -0.65 1.75 3.61 0.484
C 1.17 2.24 2.26 0.227
C -0.14 -0.72 4.08 -1.007
H 0.47 -1.48 3.61 0.064
H -1.18 -0.98 3.87 -0.308
H 0.01 -0.75 5.17 0.423
C -1.84 1.94 4.47 -1.426
H -2.19 0.99 4.91 0.331
H -2.69 2.43 3.94 0.251
H -1.61 2.62 5.32 0.327
C -0.75 4.00 2.41 -1.878
H -0.60 4.79 3.15 0.330
H -1.84 3.82 2.33 0.376
H -0.36 4.36 1.45 0.339
C 2.20 3.06 1.58 -1.257
H 3.02 3.31 2.29 0.283
H 1.78 4.00 1.21 0.356
H 2.68 2.57 0.73 0.186
C 2.58 0.09 2.68 -1.097
H 3.37 0.45 3.36 0.396
H 3.01 0.04 1.67 0.259
H 2.38 -0.95 2.91 0.373
C 1.44 -2.81 1.01 -0.223
C 2.78 -3.04 0.92 -0.944
C 3.71 -2.87 -0.26 -0.884
C 3.34 -1.97 -1.46 -0.410
C 3.19 -0.59 -0.99 -0.577
C 2.04 -0.09 -0.45 -0.162
C 0.76 -0.72 0.06 4.176
C 0.57 -2.23 0.00 0.144
H 4.00 -3.89 -0.57 0.494
H 2.40 -2.36 -1.86 -0.326
H 4.62 -2.46 0.15 0.418
H 0.83 -2.62 -0.97 -0.554
H 0.91 -3.27 1.86 0.350
H 3.23 -3.58 1.75 0.408
H -0.48 -2.54 0.15 0.367
H 0.57 -0.44 1.11 -1.891
H 1.92 1.01 -0.34 0.314
H -0.15 -0.17 -0.29 -2.035
H 4.15 -2.00 -2.24 0.505
H 4.05 0.09 -1.19 0.331
P -1.19 -1.39 -2.86 1.087
P -1.36 1.66 -2.65 0.462
C -1.05 -0.42 -4.46 -1.300
C -1.69 0.96 -4.35 -1.116
H -1.54 -1.00 -5.25 0.530
H 0.03 -0.35 -4.72 0.440
H -1.23 1.68 -5.04 0.621
H -2.79 0.98 -4.47 0.427
C -1.86 3.37 -3.08 -1.222
H -1.27 4.08 -2.49 0.400
H -2.93 3.47 -2.89 0.377
H -1.64 3.54 -4.14 0.404
C 0.48 1.94 -2.95 -1.294
H 0.60 2.21 -4.01 0.520
H 1.09 1.06 -2.71 0.129
H 0.80 2.81 -2.35 0.490
C -2.81 -2.19 -3.21 -1.700
H -3.14 -2.66 -2.27 0.462
H -2.61 -2.95 -3.97 0.511
H -3.52 -1.44 -3.57 0.388
C 0.00 -2.71 -3.45 -1.452
H 0.70 -2.25 -4.18 0.394
H -0.60 -3.47 -3.95 0.520
H 0.55 -3.14 -2.60 0.354
Cl -2.33 -2.85 2.21 -0.089
C -3.72 -1.66 2.44 -0.078
Cl -3.93 -1.29 4.22 -0.099
C -3.44 -0.59 1.35 0.570
O -4.00 -0.91 0.20 -0.473
O -2.59 0.42 1.26 -0.203
H -4.66 -2.18 2.18 0.425
```